(1)
DFT (ωB97M-V/def2-TZVPD) results for the ion C25H34N5O3 with charge +1.

```
67
Properties=species:S:1:pos:R:3:forces:R:3:nbo_charge:R:1
C 0.057 -2.441 2.991 -1.055 0.084 -0.320 -0.467
N 1.425 -2.977 2.801 -1.052 2.210 -0.298 -0.409
N 1.919 -2.800 1.415 -0.693 -0.299 -1.376 -0.090
C 3.262 -3.383 1.598 0.179 0.617 0.333 -0.411
C 1.079 -3.669 0.625 -0.363 -1.498 -0.536 -0.436
C 2.075 -1.264 0.733 2.042 1.812 4.134 -0.038
C 1.116 -0.308 0.077 -1.981 -0.186 -0.240 -0.404
C -0.294 -0.200 0.214 2.008 1.285 -0.246 0.103
N -0.981 0.972 0.057 0.098 -0.609 -0.300 -0.409
C -2.444 0.908 0.004 -0.487 -0.243 -0.113 -0.114
C -2.987 0.080 -1.200 0.673 0.349 0.243 -0.413
C -4.488 -0.019 -1.178 0.073 -0.164 -0.422 -0.049
C -5.229 0.386 -2.292 -0.200 -0.125 0.704 -0.193
C -6.622 0.354 -2.237 0.033 0.006 -0.118 -0.194
C -7.274 -0.113 -1.097 0.134 -0.145 0.461 -0.208
C -6.522 -0.567 0.001 0.267 0.188 -0.429 -0.212
C -5.122 -0.524 -0.049 -0.684 -0.009 -0.001 -0.163
C -2.877 2.368 -0.115 0.132 0.069 0.469 0.681
O -4.019 2.777 -0.108 0.579 -0.216 -0.124 -0.579
N -1.737 3.126 -0.185 -0.716 -0.628 -0.080 -0.459
C -1.838 4.553 -0.439 0.347 0.217 -0.052 -0.423
C -0.489 2.350 -0.268 0.076 0.799 -0.352 0.343
C 0.076 2.464 -1.696 -0.163 -0.191 -0.040 -0.638
C 0.524 2.947 0.722 -0.221 -0.321 0.211 -0.634
C 3.441 -1.007 0.014 1.235 -1.763 0.076 -0.087
C 4.166 -2.028 -0.684 -0.766 0.180 -0.528 -0.187
C 5.524 -1.867 -0.974 -0.265 1.086 -0.003 -0.216
C 6.102 -0.592 -0.890 -0.670 0.334 0.612 -0.145
C 5.320 0.485 -0.432 -1.193 -2.565 0.077 0.018
N 5.700 1.822 -0.674 1.854 3.476 -0.289 0.493
O 6.835 1.994 -1.159 -1.897 -0.253 0.737 -0.346
O 4.921 2.763 -0.407 1.094 -2.018 -0.397 -0.371
C 4.074 0.241 0.148 -1.111 0.103 -0.241 -0.128
H -0.657 -3.210 2.629 0.281 0.611 0.381 0.216
H -0.152 -2.221 4.068 0.490 -0.504 -0.843 0.253
H -0.136 -1.482 2.447 0.323 -0.665 0.334 0.202
H 2.002 -2.329 3.318 0.618 -0.014 0.433 0.366
H 3.678 -3.657 0.682 0.411 -0.516 -1.215 0.232
H 3.930 -2.607 2.011 -0.392 -0.630 0.365 0.238
H 3.059 -4.260 2.173 0.551 -0.351 0.738 0.247
H 1.493 -3.905 -0.327 0.979 -0.054 -0.632 0.234
H 1.001 -4.590 1.198 -0.431 -0.130 -0.203 0.237
H 0.126 -3.270 0.329 -0.515 0.517 0.646 0.235
H 2.321 -1.047 1.956 -0.412 1.336 -3.076 0.160
H 1.689 0.504 -0.514 -1.270 -1.619 1.270 0.251
H -0.970 -1.057 0.426 0.719 0.637 0.207 0.211
H -2.815 0.483 0.956 0.044 0.261 -0.436 0.220
H -2.639 0.576 -2.125 -0.153 -0.310 0.304 0.219
H -2.505 -0.914 -1.149 -0.249 0.260 -0.143 0.204
H -4.702 0.739 -3.173 -0.147 0.054 0.041 0.210
H -7.198 0.711 -3.092 0.117 -0.149 0.244 0.222
H -8.370 -0.124 -1.044 0.550 0.006 -0.074 0.224
H -7.015 -0.939 0.897 0.015 0.053 -0.196 0.218
H -4.523 -0.873 0.799 -0.328 0.113 -0.237 0.186
H -2.884 4.859 -0.309 0.351 -0.265 0.014 0.262
H -1.211 5.096 0.280 -0.184 0.020 -0.228 0.206
H -1.527 4.807 -1.466 -0.075 -0.082 0.359 0.202
H -0.710 2.237 -2.430 0.283 -0.085 0.160 0.224
H 0.422 3.492 -1.886 -0.049 -0.398 0.129 0.234
H 0.918 1.776 -1.821 -0.149 0.225 -0.198 0.214
H 0.076 3.001 1.724 0.221 -0.167 -0.180 0.229
H 1.437 2.340 0.735 -0.147 0.300 0.137 0.215
H 0.775 3.977 0.420 -0.031 -0.536 0.006 0.237
H 3.655 -2.942 -1.115 0.595 1.064 0.967 0.223
H 6.127 -2.693 -1.321 -0.129 -0.015 -0.243 0.242
H 7.122 -0.389 -1.158 0.187 -0.102 -0.289 0.264
H 3.490 1.080 0.563 0.618 -0.445 -0.098 0.246
```
Forces are in eV/Å.

- SMILES = CN[N+](C)(C)[C@H](/C=C/N1[C@H](Cc2ccccc2)C(=O)N(C)C1(C)C)c1cccc([N+](=O)[O-])c1
- maximum force (Eh/bohr) = 0.09636
- HOMO (eV) = -10.9
- charge = +1
- HOMO-LUMO gap (Eh) = 0.266

***

(2)
DFT (ωB97M-V/def2-TZVPD) results for a structure of composition C27H34CdCl2N5O7S3.

```
79
Properties=species:S:1:pos:R:3:forces:R:3:mulliken_charge:R:1
Cd 12.777 -10.315 9.090 0.089 1.707 -0.593 3.088
O 13.687 -11.050 6.659 0.052 0.035 0.413 -0.851
S 14.825 -11.010 5.673 -0.120 0.141 0.356 0.090
C 14.529 -9.552 4.622 -0.041 0.383 -0.627 -0.746
C 13.289 -9.507 3.720 0.639 -1.912 0.986 -1.264
C 11.997 -9.421 4.510 -0.376 -1.912 0.534 0.300
C 11.795 -8.059 5.017 -1.281 2.603 0.870 -1.440
S 11.189 -7.851 6.785 -0.258 -0.300 -0.785 0.057
O 12.216 -8.622 7.610 -0.713 -0.015 -0.138 -0.806
C 9.593 -8.769 6.643 0.165 -1.428 -0.562 0.426
C 9.090 -9.517 7.728 0.813 1.954 0.152 -0.106
C 7.963 -10.301 7.581 0.571 0.202 0.205 -0.771
C 7.391 -10.457 6.343 -0.088 -0.577 -0.062 -0.444
C 7.933 -9.817 5.243 -0.891 0.086 -1.124 -0.710
C 8.992 -8.935 5.370 0.832 0.190 0.644 -0.340
C 14.581 -12.403 4.602 0.166 -0.748 -1.841 0.480
C 15.679 -12.935 3.895 0.379 0.783 1.300 -0.409
C 15.551 -14.066 3.112 -0.404 0.165 -0.269 -0.462
C 14.287 -14.605 2.848 0.316 0.412 0.989 -0.477
C 13.194 -14.106 3.558 0.110 0.554 -0.205 -0.692
C 13.337 -12.991 4.399 -0.032 0.168 0.575 -0.299
H 15.422 -9.459 3.981 -0.104 0.000 0.423 0.572
H 14.486 -8.698 5.326 0.345 -0.512 -0.086 0.425
H 13.344 -10.390 3.057 -0.342 0.343 0.213 0.393
H 13.372 -8.645 3.118 0.178 1.045 -0.941 0.562
H 11.958 -10.113 5.389 0.403 0.281 -0.773 -0.063
H 11.178 -9.738 3.879 -0.290 0.051 -0.185 0.538
H 11.153 -7.382 4.394 0.284 -0.678 0.491 0.565
H 12.702 -7.478 5.087 0.572 0.040 0.151 0.521
H 9.513 -9.290 8.714 -0.077 -0.551 -0.298 0.368
H 7.586 -10.809 8.441 -0.291 -0.247 0.359 0.443
H 6.561 -11.150 6.249 0.019 0.208 -0.203 0.371
H 7.462 -10.021 4.257 0.550 0.383 0.719 0.358
H 9.420 -8.425 4.505 -0.449 -0.258 0.235 0.506
H 16.648 -12.448 4.073 -0.218 -0.490 -0.210 0.358
H 16.427 -14.550 2.714 0.166 0.155 -0.306 0.413
H 14.222 -15.424 2.150 -0.270 -0.181 0.099 0.400
H 12.217 -14.551 3.439 -0.055 0.021 -0.054 0.421
H 12.520 -12.545 4.967 -0.147 -0.456 -0.205 0.339
N 15.200 -9.730 9.435 1.177 0.410 0.485 -0.395
N 15.543 -8.589 10.240 -1.855 -0.182 -0.331 -0.213
C 14.435 -7.930 10.733 0.750 0.434 0.160 0.434
N 14.657 -6.761 11.385 -0.368 -1.351 -0.856 -0.373
N 13.264 -8.566 10.557 -0.803 1.552 0.816 -0.278
N 11.984 -7.916 10.884 0.301 -1.270 -0.937 0.980
O 11.860 -6.776 11.312 0.528 -1.541 -0.341 -0.666
O 11.065 -8.697 10.579 1.100 1.600 0.685 -0.600
H 15.570 -10.576 9.875 0.024 0.249 -0.032 0.124
H 15.561 -9.639 8.495 0.253 0.099 -0.108 0.198
H 16.427 -8.072 10.192 -0.434 -0.787 -0.166 0.194
H 15.526 -6.232 11.295 -0.690 -0.397 0.172 0.212
H 13.805 -6.383 11.752 -0.028 0.826 0.264 0.222
Cl 12.877 -14.648 11.310 -0.523 -0.517 -0.166 -0.140
C 12.477 -14.304 9.592 0.154 0.839 0.908 -0.006
Cl 13.713 -15.041 8.595 0.063 -0.049 -0.521 -0.143
C 12.566 -12.749 9.505 -1.349 -0.970 -0.034 0.676
O 13.454 -12.155 10.155 0.196 -0.260 -0.496 -0.932
O 11.653 -12.155 8.842 0.743 -0.761 0.253 -0.793
H 11.481 -14.703 9.333 0.627 0.322 0.201 0.352
C 19.451 -11.066 12.498 -0.104 0.535 0.188 -1.429
C 17.981 -10.796 12.764 0.108 -0.330 -0.814 0.592
C 17.608 -9.853 13.724 -0.661 -0.274 0.234 -0.714
C 16.289 -9.874 14.191 0.232 0.528 0.961 -0.779
C 15.360 -10.723 13.615 -1.068 0.160 1.164 0.458
C 15.656 -11.554 12.582 1.654 0.266 -1.043 -0.270
C 16.991 -11.565 12.125 -0.213 -0.312 0.516 -0.648
S 13.734 -10.667 14.449 -0.027 -0.914 1.083 0.573
C 13.054 -12.347 14.228 -0.351 -0.394 -0.266 -0.720
O 14.048 -10.685 15.922 -0.046 0.596 -0.787 -0.691
H 20.021 -10.127 12.465 -0.049 -0.280 0.246 0.372
H 19.651 -11.575 11.566 -0.228 -0.194 -0.327 0.381
H 19.841 -11.714 13.294 0.013 0.304 -0.104 0.298
H 18.354 -9.174 14.141 -0.217 -0.323 0.088 0.441
H 15.949 -9.354 15.122 0.570 -0.127 -1.031 0.401
H 14.923 -12.163 12.115 -0.538 -0.564 -0.312 0.566
H 17.270 -12.293 11.353 0.015 0.293 0.283 0.402
H 13.746 -13.142 14.545 0.086 0.554 -0.026 0.338
H 12.715 -12.567 13.203 0.118 0.311 0.269 0.055
H 12.177 -12.384 14.915 0.631 0.273 -0.522 0.410
```
Forces are in eV/Å.

- maximum force (Eh/bohr) = 0.05891
- HOMO (eV) = -10.5
- charge = +1
- HOMO-LUMO gap (Eh) = 0.277

***

(3)
DFT (ωB97M-V/def2-TZVPD) results for the ion C3H3OS with charge +1.

```
8
Properties=species:S:1:pos:R:3:forces:R:3:nbo_charge:R:1
C 1.013 0.264 -0.037 -4.209 5.501 0.828 0.230
C -0.326 1.198 0.083 7.241 -1.630 -1.361 -0.515
C -0.615 -1.209 -0.009 -2.443 -0.997 0.743 -0.041
O 0.667 -0.957 0.044 -0.769 -2.452 -0.559 -0.303
S -1.606 0.188 -0.024 0.387 -1.470 0.263 0.752
H 2.077 0.486 -0.165 -0.563 0.154 0.285 0.266
H -0.136 2.286 -0.030 -0.950 -0.918 0.218 0.315
H -1.074 -2.257 0.139 1.306 1.813 -0.417 0.295
```
Forces are in eV/Å.

- maximum force (Eh/bohr) = 0.14674
- HOMO (eV) = -15.0
- charge = +1
- HOMO-LUMO gap (Eh) = 0.346

***

(4)
DFT (ωB97M-V/def2-TZVPD) results for a structure of composition C21H22AuN5O.

```
50
Properties=species:S:1:pos:R:3:forces:R:3:nbo_charge:R:1
Au -0.955 1.603 0.001 0.150 -0.451 0.977 1.191
C 0.650 -3.703 4.504 -0.001 -0.384 -2.533 -0.640
C 0.515 -2.761 3.271 1.085 -1.558 0.129 0.088
C 0.556 -3.276 1.931 -0.330 -0.768 3.819 -0.182
C 0.468 -2.414 0.915 0.236 -1.242 -2.933 -0.233
C 0.502 -1.057 1.120 -0.866 3.271 -1.043 0.162
N 0.257 -0.167 0.002 -0.019 -1.201 -0.340 -0.464
C 0.763 -0.448 -1.232 1.261 -0.561 0.151 0.194
C 2.043 -1.113 -1.249 -1.088 0.758 -2.147 -0.171
C 2.683 -1.405 -2.420 -0.481 -0.493 -0.581 -0.195
C 2.126 -0.962 -3.622 0.195 0.149 -0.651 0.099
C 2.770 -1.312 -4.910 0.536 2.513 -0.981 -0.649
C 0.916 -0.259 -3.666 0.404 -0.295 -0.088 -0.210
C 0.201 -0.088 -2.528 -0.713 -0.098 2.028 0.121
N -1.176 0.258 -2.652 -1.080 0.811 -0.858 -0.173
C -2.013 0.004 -3.716 -0.636 -1.303 0.590 0.031
C -3.225 0.671 -3.507 2.106 -0.749 -0.812 -0.296
C -2.986 1.425 -2.390 -0.490 0.269 1.552 0.028
N -1.804 1.162 -1.836 0.494 -0.031 -0.725 -0.381
C 0.555 -0.506 2.421 -0.166 -0.357 -1.307 0.124
C 0.556 -1.399 3.462 -0.052 -0.124 -0.282 -0.225
N 0.615 0.890 2.672 -0.081 0.587 -0.871 -0.168
C 1.192 1.499 3.728 -1.508 1.411 -0.782 0.049
C 0.840 2.842 3.740 0.192 -2.026 -1.608 -0.305
C 0.094 2.996 2.561 0.411 -0.724 0.388 0.043
N -0.032 1.851 1.893 0.281 -0.631 1.495 -0.377
H -0.088 -4.499 4.433 -0.450 0.191 0.207 0.244
H 0.586 -3.187 5.432 0.031 0.315 0.648 0.233
H 1.577 -4.288 4.395 0.065 0.569 0.278 0.246
H 0.608 -4.360 1.887 -0.117 0.169 -0.665 0.246
H 0.420 -2.852 -0.124 -0.040 0.858 1.168 0.247
H 2.564 -1.350 -0.394 0.545 -0.413 2.157 0.234
H 3.535 -2.096 -2.458 -0.106 0.728 0.176 0.251
H 3.833 -0.926 -4.969 -1.154 -0.668 0.024 0.259
H 2.192 -0.920 -5.782 0.579 -0.059 0.707 0.230
H 2.715 -2.345 -5.006 0.461 -2.113 -0.242 0.246
H 0.506 0.078 -4.613 0.083 -0.146 0.075 0.248
H -1.862 -0.848 -4.409 0.369 0.974 0.456 0.264
H -4.094 0.557 -4.106 -0.462 0.207 -0.247 0.275
H -3.680 2.064 -1.869 0.033 0.136 0.032 0.232
H 0.618 -1.044 4.443 -0.053 0.564 1.396 0.229
H 1.783 1.032 4.445 0.811 -1.116 0.810 0.247
H 1.304 3.472 4.431 -0.034 1.372 0.722 0.267
H -0.403 3.805 2.116 -0.270 1.274 -0.228 0.237
C -3.361 3.882 0.890 1.219 0.000 0.152 -0.254
O -2.039 3.585 0.235 -0.361 0.962 -1.166 -0.800
H -4.113 3.444 0.235 -0.320 0.764 0.099 0.197
H -3.276 4.975 1.044 -1.014 -0.637 -0.242 0.225
H -3.464 3.385 1.886 0.681 0.250 -0.896 0.218
H -1.975 4.108 -0.634 -0.338 -0.956 1.991 0.518
```
Forces are in eV/Å.

- multiplicity = 3
- maximum force (Eh/bohr) = 0.07603
- ⟨S²⟩ = 2.048
- HOMO (alpha / beta) (eV) = -13.9 / -14.4
- charge = +2
- HOMO-LUMO gap (alpha / beta) (Eh) = 0.309 / 0.231

***

(5)
DFT (ωB97M-V/def2-TZVPD) results for a cluster of 3 separate species, C22H34O6 in total.

```
62
Properties=species:S:1:pos:R:3:forces:R:3:nbo_charge:R:1
C -0.948 5.172 -1.722 -1.101 0.419 0.243 -0.626
C -1.889 4.137 -0.964 0.434 0.347 0.326 -0.203
C -2.255 4.850 0.417 0.557 -0.019 -1.459 -0.614
C -1.196 2.709 -0.731 0.971 0.199 -0.587 -0.451
C 0.312 2.791 -1.183 0.514 -0.111 0.956 0.055
C 0.724 2.474 -2.542 1.334 0.774 2.076 -0.234
C 2.128 2.617 -2.888 -0.997 0.394 1.434 -0.149
C 3.066 3.084 -1.882 -0.671 -0.018 0.535 -0.170
C 2.646 3.376 -0.513 -1.288 -0.255 -0.609 -0.043
C 1.249 3.242 -0.140 0.644 -0.828 -2.738 -0.220
C 3.652 3.857 0.555 0.514 0.127 -1.377 0.519
O 3.376 3.875 1.730 0.188 0.090 -0.407 -0.508
C 5.027 4.359 0.011 -0.590 -0.339 -0.511 -0.243
C 5.427 4.108 -1.264 -0.590 -0.010 0.687 -0.245
C 4.556 3.281 -2.250 -0.687 0.296 0.512 0.533
O 4.991 2.831 -3.286 0.148 0.367 0.483 -0.511
H -0.668 4.825 -2.744 0.057 0.289 0.894 0.216
H -0.064 5.477 -1.098 -0.663 -0.579 -0.747 0.214
H -1.557 6.117 -1.835 0.573 -0.930 -0.083 0.208
H -2.795 3.976 -1.603 0.650 0.256 0.677 0.204
H -1.332 4.785 1.045 -0.962 -0.040 -0.127 0.203
H -3.168 4.423 0.895 0.861 0.350 -0.167 0.217
H -2.382 5.938 0.157 -0.252 -1.028 0.603 0.209
H -1.693 1.886 -1.312 0.318 0.875 0.473 0.219
H -1.215 2.399 0.349 -0.072 0.353 -1.011 0.233
H -0.079 2.152 -3.245 1.020 0.249 0.455 0.229
H 2.446 2.398 -3.929 0.019 0.221 1.010 0.243
H 0.862 3.463 0.882 0.602 -0.229 -0.968 0.242
H 5.664 4.958 0.700 -0.641 -0.650 -0.479 0.233
H 6.408 4.519 -1.592 -0.898 -0.645 -0.055 0.236
C -2.542 -2.589 2.848 0.055 -0.100 0.115 -0.254
O -1.161 -2.559 3.169 -0.171 0.159 -0.186 -0.553
C -0.349 -2.228 2.046 0.187 0.032 0.368 -0.094
C 0.111 -0.781 2.104 -0.169 -0.036 -0.429 -0.090
O -0.982 0.118 1.932 -0.003 -0.052 0.284 -0.558
C -1.413 0.687 3.159 -0.017 0.058 -0.127 -0.257
H -3.105 -2.643 3.781 0.098 -0.032 0.004 0.188
H -2.852 -1.692 2.306 0.021 -0.021 -0.038 0.177
H -2.768 -3.478 2.251 -0.082 0.052 -0.070 0.168
H -0.875 -2.435 1.110 0.026 0.043 0.018 0.192
H 0.531 -2.877 2.088 0.011 0.024 -0.044 0.178
H 0.803 -0.599 1.276 0.049 -0.023 0.009 0.187
H 0.640 -0.576 3.040 -0.064 -0.047 0.006 0.177
H -0.684 1.427 3.504 -0.014 -0.006 0.117 0.169
H -1.556 -0.075 3.929 0.038 0.007 -0.002 0.183
H -2.366 1.188 2.984 0.051 -0.007 -0.081 0.187
C -1.199 -7.470 0.461 0.033 -0.118 -0.075 -0.255
O -1.214 -7.335 -0.952 -0.049 0.225 0.239 -0.551
C -2.016 -6.244 -1.386 0.283 -0.230 -0.378 -0.089
C -1.162 -5.049 -1.774 -0.306 0.220 0.336 -0.088
O -0.514 -4.485 -0.638 0.154 -0.233 -0.102 -0.557
C 0.854 -4.855 -0.555 -0.040 0.102 0.052 -0.255
H -0.416 -8.181 0.725 -0.043 -0.006 -0.097 0.191
H -0.987 -6.519 0.957 -0.041 0.009 -0.010 0.179
H -2.160 -7.862 0.809 0.005 0.052 0.100 0.168
H -2.748 -5.968 -0.621 0.074 0.058 0.015 0.175
H -2.565 -6.583 -2.271 -0.027 0.048 0.008 0.184
H -1.811 -4.271 -2.188 -0.019 -0.020 -0.053 0.184
H -0.432 -5.324 -2.542 -0.026 -0.075 0.056 0.178
H 1.432 -4.322 -1.316 0.082 -0.070 -0.014 0.169
H 0.990 -5.932 -0.679 -0.012 0.015 -0.031 0.182
H 1.224 -4.569 0.430 -0.076 0.047 -0.032 0.188
```
Forces are in eV/Å.

- SMILES = CC(C)Cc1ccc2c(c1)C(=O)C=CC2=O.COCCOC.COCCOC
- maximum force (Eh/bohr) = 0.05702
- HOMO (eV) = -9.2
- charge = 0
- HOMO-LUMO gap (Eh) = 0.302

***

(6)
DFT (ωB97M-V/def2-TZVPD) results for an isolated molecule of C3H9PS3.

```
16
Properties=species:S:1:pos:R:3:forces:R:3:nbo_charge:R:1
C 0.072 -1.151 0.868 -0.798 -0.206 -2.564 -0.646
C 0.132 -0.404 -0.450 -2.149 -2.092 -0.450 -0.470
S -1.263 -0.243 -1.384 0.509 0.522 0.382 0.409
P -3.009 0.954 -0.131 -0.570 -1.874 -0.536 0.023
C 1.182 0.546 -0.641 2.481 0.795 -3.333 -0.482
S 1.065 2.119 0.298 -0.536 1.309 -2.271 -0.029
S 2.884 -0.141 -0.283 0.296 1.665 0.656 -0.027
H 0.149 -2.225 0.795 1.146 -0.486 -0.219 0.216
H -0.894 -1.132 1.275 -1.466 0.964 1.155 0.207
H 0.809 -0.631 1.373 1.308 0.092 2.213 0.222
H -1.842 -1.476 -1.354 0.100 0.492 0.339 0.131
H -2.154 0.688 0.933 0.193 0.253 0.513 -0.021
H -2.462 2.149 -0.483 0.762 0.985 -0.260 -0.019
H 1.426 0.735 -1.796 -1.428 0.396 2.483 0.271
H 1.368 1.576 1.399 0.567 -0.947 2.170 0.104
H 2.537 -1.364 -0.419 -0.416 -1.868 -0.279 0.109
```
Forces are in eV/Å.

- SMILES = CC(=[SH]#[PH2])C(S)S
- maximum force (Eh/bohr) = 0.08227
- HOMO (alpha / beta) (eV) = -7.0 / -7.0
- charge = 0
- HOMO-LUMO gap (alpha / beta) (Eh) = 0.246 / 0.246